[1]
Below is 13 unconnected molecules or ions with the total composition C37H79O15PSSi, with properties calculated with the ωB97M-V functional and the def2-TZVPD basis.

Output
energy	-3614.60034	a.u.
gap between HOMO and LUMO	7.86	eV

Cartesian coordinates (Å):
C  -0.532  3.426  5.088
C  -1.875  4.193  5.059
C  -2.253  4.687  3.653
C  -3.641  4.275  3.143
C  -3.994  2.802  3.333
C  -3.674  1.901  2.155
C  -2.849  2.288  1.108
C  -2.565  1.374  0.104
C  -3.100  0.085  0.100
C  -3.952  -0.331  1.139
Si  -4.710  -2.069  1.286
C  -3.356  -3.266  1.799
C  -5.923  -1.991  2.736
C  -5.718  -2.649  -0.191
C  -4.203  0.605  2.143
C  -2.661  -0.783  -1.017
O  -3.361  -1.556  -1.618
C  -1.227  -0.618  -1.407
C  -0.447  -1.712  -1.747
C  0.892  -1.495  -2.055
P  2.019  -2.844  -2.439
S  2.807  -3.577  -0.799
C  1.431  -0.208  -2.043
C  0.658  0.910  -1.725
C  1.276  2.268  -1.705
C  1.367  2.862  -3.119
C  1.269  1.925  -4.291
O  0.220  2.917  -3.852
C  -0.688  0.679  -1.402
C  -1.621  1.774  -0.980
O  -1.624  2.874  -1.452
H  -0.151  3.249  4.087
H  -0.603  2.488  5.634
H  0.230  4.015  5.588
H  -1.725  5.067  5.690
H  -2.659  3.613  5.534
H  -2.259  5.777  3.686
H  -1.493  4.438  2.915
H  -3.699  4.543  2.091
H  -4.397  4.869  3.650
H  -5.062  2.688  3.514
H  -3.499  2.352  4.192
H  -2.424  3.279  1.104
H  -3.062  -2.967  2.807
H  -3.734  -4.280  1.892
H  -2.458  -3.225  1.187
H  -6.515  -1.081  2.694
H  -6.638  -2.793  2.555
H  -5.447  -2.126  3.701
H  -5.786  -1.940  -1.007
H  -6.705  -2.987  0.118
H  -5.226  -3.531  -0.605
H  -4.830  0.315  2.977
H  -0.866  -2.708  -1.730
H  1.387  -3.840  -3.193
H  3.030  -2.296  -3.241
H  2.479  -0.082  -2.285
H  2.315  2.236  -1.385
H  0.733  3.000  -1.119
H  2.074  3.670  -3.245
H  0.603  1.078  -4.326
H  1.604  2.340  -5.232
C  -7.502  -1.859  6.525
O  -7.419  -0.845  5.533
H  -6.501  -2.023  6.916
H  -8.158  -1.556  7.345
H  -7.873  -2.794  6.095
H  -8.305  -0.711  5.185
C  5.519  -1.030  -5.034
O  5.722  -1.008  -3.621
H  4.883  -1.879  -5.273
H  5.025  -0.110  -5.360
H  6.474  -1.138  -5.554
H  6.281  -0.251  -3.428
C  -4.440  7.423  0.972
O  -4.683  7.333  2.373
H  -3.706  6.664  0.715
H  -5.355  7.238  0.403
H  -4.042  8.406  0.706
H  -5.332  8.004  2.602
C  5.454  -5.755  -2.804
O  5.266  -5.950  -1.409
H  6.159  -6.503  -3.158
H  4.509  -5.875  -3.344
H  5.865  -4.760  -3.002
H  4.639  -5.272  -1.127
C  4.612  3.988  0.350
O  4.798  2.677  -0.183
H  3.571  4.265  0.203
H  4.839  4.001  1.419
H  5.252  4.706  -0.169
H  5.721  2.444  -0.049
C  3.799  3.805  5.961
O  2.744  3.748  5.004
H  3.833  4.817  6.354
H  3.618  3.110  6.785
H  4.761  3.573  5.498
H  2.713  2.852  4.657
C  8.044  -5.789  -5.361
O  6.936  -5.767  -6.263
H  8.095  -4.829  -4.858
H  7.909  -6.573  -4.615
H  8.975  -5.960  -5.910
H  6.898  -6.621  -6.700
C  -9.509  -1.138  1.864
O  -9.463  -1.948  3.038
H  -9.353  -0.103  2.154
H  -8.724  -1.439  1.165
H  -10.486  -1.235  1.384
H  -9.601  -2.857  2.763
C  0.743  5.844  7.972
O  1.295  6.317  9.197
H  1.488  5.220  7.484
H  -0.152  5.244  8.160
H  0.491  6.678  7.311
H  0.634  6.866  9.625
C  9.863  -7.876  -2.649
O  9.251  -6.659  -2.240
H  9.929  -7.865  -3.734
H  10.872  -7.968  -2.236
H  9.267  -8.739  -2.339
H  9.188  -6.669  -1.281
C  0.618  -3.859  -6.411
O  1.869  -3.808  -5.735
H  -0.172  -3.826  -5.662
H  0.514  -3.002  -7.079
H  0.523  -4.785  -6.985
H  2.560  -3.831  -6.403
C  2.753  -1.199  -9.153
O  2.473  -1.301  -7.758
H  3.468  -1.978  -9.403
H  1.847  -1.344  -9.746
H  3.190  -0.226  -9.393
H  1.840  -0.612  -7.537

Löwdin atomic charge list, values in e, 99 entries: atom 1 (C): -0.10, atom 2 (C): -0.23, atom 3 (C): -0.20, atom 4 (C): -0.20, atom 5 (C): -0.13, atom 6 (C): -0.17, atom 7 (C): 0.05, atom 8 (C): -0.07, atom 9 (C): -0.09, atom 10 (C): -0.14, atom 11 (Si): 0.58, atom 12 (C): -0.16, atom 13 (C): -0.18, atom 14 (C): -0.18, atom 15 (C): -0.03, atom 16 (C): -0.30, atom 17 (O): 0.12, atom 18 (C): -0.06, atom 19 (C): -0.01, atom 20 (C): -0.40, atom 21 (P): 0.43, atom 22 (S): 0.17, atom 23 (C): -0.04, atom 24 (C): -0.14, atom 25 (C): -0.07, atom 26 (C): -0.32, atom 27 (C): -0.01, atom 28 (O): -0.06, atom 29 (C): -0.01, atom 30 (C): -0.28, atom 31 (O): 0.15, atom 32 (H): 0.06, atom 33 (H): 0.07, atom 34 (H): 0.04, atom 35 (H): 0.09, atom 36 (H): 0.09, atom 37 (H): 0.10, atom 38 (H): 0.09, atom 39 (H): 0.09, atom 40 (H): 0.10, atom 41 (H): 0.12, atom 42 (H): 0.11, atom 43 (H): 0.11, atom 44 (H): 0.03, atom 45 (H): 0.03, atom 46 (H): 0.02, atom 47 (H): 0.02, atom 48 (H): 0.02, atom 49 (H): 0.03, atom 50 (H): 0.02, atom 51 (H): 0.01, atom 52 (H): 0.03, atom 53 (H): 0.10, atom 54 (H): 0.12, atom 55 (H): -0.02, atom 56 (H): -0.02, atom 57 (H): 0.12, atom 58 (H): 0.11, atom 59 (H): 0.12, atom 60 (H): 0.14, atom 61 (H): 0.11, atom 62 (H): 0.10, atom 63 (C): -0.16, atom 64 (O): -0.14, atom 65 (H): 0.08, atom 66 (H): 0.07, atom 67 (H): 0.08, atom 68 (H): 0.06, atom 69 (C): -0.15, atom 70 (O): -0.14, atom 71 (H): 0.07, atom 72 (H): 0.07, atom 73 (H): 0.08, atom 74 (H): 0.07, atom 75 (C): -0.15, atom 76 (O): -0.13, atom 77 (H): 0.07, atom 78 (H): 0.08, atom 79 (H): 0.08, atom 80 (H): 0.07, atom 81 (C): -0.17, atom 82 (O): -0.16, atom 83 (H): 0.06, atom 84 (H): 0.08, atom 85 (H): 0.08, atom 86 (H): -0.05, atom 87 (C): -0.15, atom 88 (O): -0.13, atom 89 (H): 0.07, atom 90 (H): 0.07, atom 91 (H): 0.08, atom 92 (H): 0.07, atom 93 (C): -0.16, atom 94 (O): -0.14, atom 95 (H): 0.07, atom 96 (H): 0.08, atom 97 (H): 0.07, atom 98 (H): 0.08, atom 99 (C): -0.16



[2]
Below is 9 unconnected molecules or ions with the total composition C37H81Br2F2N9O13P, with properties calculated with the ωB97M-V functional and the def2-TZVPD basis.

Output
energy	-8618.43484	a.u.
gap between HOMO and LUMO	5.66	eV
net charge	-1

Cartesian coordinates (Å):
C  -0.653  6.794  -1.618
C  0.003  5.555  -2.465
C  1.006  4.580  -1.543
N  0.473  4.314  -0.165
P  -0.453  2.815  0.015
F  -0.389  3.174  1.743
F  -1.845  3.935  0.047
O  1.136  2.048  -0.105
C  1.661  1.684  1.215
C  3.000  0.727  0.911
C  2.452  -0.457  -0.111
O  3.402  0.051  2.178
O  -0.921  2.593  -1.670
C  -1.296  1.150  -1.864
C  -1.787  0.672  -3.364
C  -0.504  0.412  -4.406
O  0.550  -0.373  -4.104
C  -1.979  0.560  -0.514
C  -3.564  0.513  -0.220
Br  -4.754  -0.156  -1.679
C  -4.247  1.910  0.338
C  -4.753  2.938  -0.831
Br  -5.941  1.309  1.305
O  -1.326  1.391  0.555
H  -0.826  6.589  -0.479
H  -0.044  7.797  -1.694
H  -1.737  6.997  -2.077
H  0.575  5.999  -3.388
H  -0.904  4.907  -2.880
H  1.973  5.267  -1.385
H  1.401  3.649  -2.136
H  1.240  4.405  0.557
H  0.942  0.993  1.846
H  2.097  2.597  1.839
H  3.865  1.383  0.452
H  1.298  -0.597  0.158
H  2.973  -1.488  0.082
H  2.580  -0.109  -1.232
H  2.625  -0.589  2.343
H  -0.212  0.643  -1.828
H  -2.490  1.435  -3.910
H  -2.348  -0.382  -3.342
H  -0.497  0.866  -5.507
H  -1.659  -0.578  -0.524
H  -3.715  -0.264  0.677
H  -3.622  2.465  1.155
H  -5.854  2.675  -1.207
H  -4.869  4.004  -0.305
H  -3.993  3.104  -1.711
C  -5.976  -0.555  6.683
C  -6.224  0.923  6.792
O  -7.192  1.380  7.394
N  -5.336  1.770  6.197
C  -4.146  1.440  5.450
H  -6.769  -1.097  7.207
H  -5.985  -0.861  5.633
H  -5.019  -0.810  7.147
H  -5.573  2.748  6.316
H  -3.293  1.909  5.946
H  -4.250  1.859  4.446
H  -3.982  0.364  5.381
C  0.659  -5.138  0.767
C  1.795  -4.406  0.108
O  1.974  -3.201  0.268
N  2.642  -5.117  -0.690
C  2.605  -6.525  -1.005
H  0.074  -4.437  1.369
H  0.003  -5.573  0.009
H  1.049  -5.918  1.427
H  3.379  -4.552  -1.096
H  3.550  -6.969  -0.683
H  2.513  -6.627  -2.089
H  1.776  -7.040  -0.519
C  -7.478  -2.672  -3.812
C  -6.343  -1.940  -4.471
O  -6.163  -0.735  -4.311
N  -5.495  -2.651  -5.269
C  -5.532  -4.059  -5.584
H  -8.063  -1.971  -3.210
H  -8.134  -3.107  -4.570
H  -7.088  -3.452  -3.152
H  -4.759  -2.086  -5.675
H  -4.587  -4.502  -5.262
H  -5.624  -4.160  -6.668
H  -6.361  -4.573  -5.098
C  -2.946  -8.563  -6.046
C  -3.194  -7.085  -5.937
O  -4.162  -6.628  -5.335
N  -2.306  -6.238  -6.532
C  -1.116  -6.568  -7.279
H  -3.739  -9.105  -5.522
H  -2.954  -8.869  -7.096
H  -1.989  -8.818  -5.582
H  -2.543  -5.260  -6.413
H  -0.263  -6.100  -6.783
H  -1.220  -6.150  -8.283
H  -0.952  -7.644  -7.348
C  5.401  0.096  -2.317
C  5.153  1.575  -2.208
O  4.184  2.032  -1.605
N  6.041  2.422  -2.802
C  7.231  2.091  -3.550
H  4.608  -0.445  -1.793
H  5.392  -0.209  -3.366
H  6.357  -0.159  -1.853
H  5.804  3.400  -2.684
H  8.084  2.560  -3.053
H  7.127  2.510  -4.554
H  7.394  1.015  -3.619
C  8.029  -6.470  -1.678
C  7.171  -6.566  -2.909
O  7.122  -5.664  -3.742
N  6.430  -7.696  -3.090
C  6.347  -8.859  -2.238
H  8.558  -5.512  -1.676
H  7.406  -6.521  -0.781
H  8.771  -7.273  -1.674
H  5.881  -7.683  -3.941
H  6.658  -9.729  -2.822
H  5.304  -8.983  -1.937
H  6.976  -8.771  -1.351
C  2.965  5.695  5.744
C  2.107  5.599  4.513
O  2.058  6.500  3.679
N  1.366  4.468  4.332
C  1.283  3.306  5.183
H  3.493  6.653  5.745
H  2.342  5.643  6.640
H  3.706  4.892  5.747
H  0.816  4.481  3.480
H  1.593  2.436  4.599
H  0.240  3.181  5.485
H  1.911  3.393  6.070
C  -0.541  6.325  9.918
C  0.455  6.497  8.805
O  1.499  5.851  8.758
N  0.176  7.404  7.826
C  -0.982  8.255  7.698
H  -0.177  5.569  10.619
H  -0.665  7.267  10.459
H  -1.499  5.988  9.514
H  0.896  7.460  7.115
H  -1.468  8.025  6.746
H  -0.640  9.293  7.683
H  -1.694  8.117  8.513

Löwdin atomic charge list, values in e, 99 entries: atom 1 (C): -0.17, atom 2 (C): -0.24, atom 3 (C): -0.27, atom 4 (N): -0.16, atom 5 (P): 0.63, atom 6 (F): -0.28, atom 7 (F): -0.29, atom 8 (O): -0.29, atom 9 (C): -0.21, atom 10 (C): -0.32, atom 11 (C): -0.08, atom 12 (O): -0.15, atom 13 (O): -0.24, atom 14 (C): -0.24, atom 15 (C): -0.10, atom 16 (C): -0.12, atom 17 (O): -0.11, atom 18 (C): -0.26, atom 19 (C): -0.62, atom 20 (Br): 0.70, atom 21 (C): -0.67, atom 22 (C): -0.21, atom 23 (Br): 0.52, atom 24 (O): -0.24, atom 25 (H): 0.07, atom 26 (H): 0.06, atom 27 (H): 0.07, atom 28 (H): 0.09, atom 29 (H): 0.09, atom 30 (H): 0.12, atom 31 (H): 0.11, atom 32 (H): 0.09, atom 33 (H): 0.13, atom 34 (H): 0.13, atom 35 (H): 0.13, atom 36 (H): 0.09, atom 37 (H): 0.06, atom 38 (H): 0.08, atom 39 (H): 0.10, atom 40 (H): 0.14, atom 41 (H): 0.12, atom 42 (H): 0.10, atom 43 (H): 0.12, atom 44 (H): 0.16, atom 45 (H): 0.09, atom 46 (H): 0.10, atom 47 (H): 0.06, atom 48 (H): 0.09, atom 49 (H): 0.09, atom 50 (C): -0.02, atom 51 (C): -0.55, atom 52 (O): 0.01, atom 53 (N): 0.00, atom 54 (C): -0.07, atom 55 (H): 0.08, atom 56 (H): 0.09, atom 57 (H): 0.08, atom 58 (H): 0.14, atom 59 (H): 0.08, atom 60 (H): 0.08, atom 61 (H): 0.08, atom 62 (C): -0.01, atom 63 (C): -0.52, atom 64 (O): 0.01, atom 65 (N): 0.01, atom 66 (C): -0.09, atom 67 (H): 0.09, atom 68 (H): 0.08, atom 69 (H): 0.08, atom 70 (H): 0.15, atom 71 (H): 0.07, atom 72 (H): 0.08, atom 73 (H): 0.08, atom 74 (C): -0.01, atom 75 (C): -0.56, atom 76 (O): -0.06, atom 77 (N): 0.00, atom 78 (C): -0.09, atom 79 (H): 0.09, atom 80 (H): 0.08, atom 81 (H): 0.09, atom 82 (H): 0.14, atom 83 (H): 0.05, atom 84 (H): 0.08, atom 85 (H): 0.08, atom 86 (C): -0.01, atom 87 (C): -0.53, atom 88 (O): 0.01, atom 89 (N): 0.01, atom 90 (C): -0.08, atom 91 (H): 0.09, atom 92 (H): 0.08, atom 93 (H): 0.09, atom 94 (H): 0.14, atom 95 (H): 0.09, atom 96 (H): 0.08, atom 97 (H): 0.08, atom 98 (C): 0.00, atom 99 (C): -0.52